Record 1
# C44H71Br2F5N6OPSi

A cluster of 3 separate species, C44H71Br2F5N6OPSi in total (ωB97M-V/def2-TZVPD, the OMol25 dataset).

The maximum force is 1.4 eV/Å. The calculation puts the HOMO-LUMO gap at 6.739 eV. The highest occupied orbital energy is -9.702 eV. As for the charge: +1.

Each line ends with the Mulliken charge.
Positions of all 131 atoms, in Å:
C  4.65  -0.56  1.13  -1.208
N  3.18  -0.67  1.26  -0.048
C  2.60  0.64  1.44  -1.357
N  1.08  0.64  1.37  0.023
C  0.48  -0.73  1.30  -1.631
C  -1.04  -0.72  1.42  0.053
C  -1.65  -2.09  1.29  -0.235
C  -1.03  -3.19  0.71  -0.109
C  -1.70  -4.41  0.60  -0.611
N  -2.94  -4.59  1.03  -0.545
C  -3.54  -3.53  1.58  -0.651
C  -2.95  -2.29  1.75  -0.357
C  -1.64  0.24  0.34  -0.224
P  -1.54  -0.47  -1.35  0.719
O  -1.51  0.50  -2.46  -0.947
C  -1.02  1.62  0.60  -0.136
C  -1.87  2.82  0.13  0.409
F  -1.15  3.73  -0.57  -0.328
F  -2.20  3.49  1.28  -0.444
C  -3.16  2.53  -0.65  -1.389
C  -4.41  2.33  0.24  -0.566
Si  -5.77  1.41  -0.70  -0.093
C  -5.63  1.84  -2.53  -1.291
C  -5.52  -0.44  -0.53  -0.717
C  -7.49  1.83  -0.07  0.495
C  -8.54  2.08  -0.96  -0.281
C  -9.84  2.36  -0.50  -0.629
C  -10.10  2.40  0.87  -0.461
C  -9.06  2.17  1.77  -0.706
C  -7.77  1.88  1.30  -0.188
C  0.53  1.70  0.39  -0.011
C  1.01  3.04  1.03  -1.646
C  2.16  3.78  0.33  -1.233
C  2.96  4.65  1.27  0.136
F  3.61  3.87  2.16  -0.271
Br  1.74  5.80  2.30  -0.069
C  4.04  5.56  0.56  0.759
F  3.74  6.85  0.62  -0.222
F  5.20  5.39  1.21  -0.219
Br  4.35  5.14  -1.31  -0.087
C  1.04  1.45  -1.02  1.192
C  1.74  0.30  -1.38  0.087
C  2.14  0.13  -2.70  -0.843
N  1.92  0.99  -3.68  -0.612
C  1.28  2.11  -3.33  -0.989
C  0.84  2.37  -2.05  -0.275
H  5.10  -0.63  2.12  0.451
H  4.95  0.39  0.72  0.360
H  5.05  -1.37  0.53  0.389
H  3.01  -1.25  2.08  0.326
H  2.89  1.08  2.40  0.620
H  3.00  1.28  0.67  0.400
H  0.79  0.98  2.28  0.818
H  0.86  -1.28  2.17  0.763
H  0.78  -1.30  0.44  0.106
H  -1.31  -0.32  2.40  0.865
H  -0.03  -3.14  0.33  0.361
H  -1.19  -5.24  0.15  0.414
H  -4.55  -3.67  1.91  0.417
H  -3.50  -1.49  2.22  0.534
H  -2.70  0.26  0.59  0.157
H  -0.44  -1.35  -1.42  0.173
H  -2.66  -1.31  -1.44  -0.068
H  -1.08  1.70  1.69  1.201
H  -3.02  1.73  -1.36  -0.146
H  -3.33  3.43  -1.23  0.861
H  -4.14  1.76  1.13  0.580
H  -4.77  3.29  0.59  0.533
H  -4.78  1.31  -2.95  0.344
H  -5.46  2.90  -2.69  0.409
H  -6.51  1.52  -3.08  0.456
H  -5.44  -0.77  0.50  0.246
H  -6.30  -0.99  -1.05  0.601
H  -4.58  -0.71  -1.02  -0.145
H  -8.40  2.07  -2.03  0.214
H  -10.62  2.54  -1.22  0.411
H  -11.09  2.63  1.22  0.392
H  -9.26  2.20  2.83  0.395
H  -6.99  1.70  2.03  0.311
H  1.33  2.87  2.06  0.554
H  0.19  3.74  1.13  0.960
H  2.86  3.13  -0.18  0.759
H  1.75  4.44  -0.43  0.778
H  2.02  -0.45  -0.67  0.276
H  2.68  -0.77  -2.96  0.502
H  1.10  2.83  -4.11  0.498
H  0.35  3.31  -1.88  0.558
C  11.19  0.38  5.57  -1.432
C  10.32  1.05  4.52  -0.308
N  9.75  0.10  3.57  0.158
C  9.17  0.74  2.40  -0.853
C  7.95  1.64  2.60  -0.614
C  8.99  -0.99  4.15  -0.733
C  7.78  -0.64  5.03  -0.802
H  11.96  -0.23  5.11  0.336
H  11.67  1.14  6.18  0.433
H  10.61  -0.25  6.25  0.296
H  10.94  1.75  3.95  0.443
H  9.55  1.65  5.02  0.246
H  8.92  -0.04  1.68  0.329
H  9.96  1.33  1.92  0.398
H  7.04  1.07  2.81  -0.095
H  7.76  2.22  1.69  0.415
H  8.09  2.36  3.41  0.326
H  9.67  -1.60  4.73  0.366
H  8.66  -1.64  3.33  0.337
H  8.01  0.15  5.74  0.255
H  7.49  -1.52  5.61  0.387
H  6.92  -0.33  4.44  0.105
C  -4.21  -6.19  -6.22  -1.467
C  -3.39  -4.96  -5.83  -0.319
N  -4.07  -4.11  -4.87  0.206
C  -3.45  -2.81  -4.71  -0.995
C  -2.03  -2.75  -4.13  -0.145
C  -4.49  -4.76  -3.64  -0.808
C  -3.42  -5.45  -2.78  -0.315
H  -5.20  -5.90  -6.57  0.336
H  -3.70  -6.72  -7.03  0.437
H  -4.32  -6.88  -5.39  0.301
H  -3.23  -4.36  -6.73  0.466
H  -2.40  -5.29  -5.49  0.252
H  -4.11  -2.19  -4.09  0.299
H  -3.44  -2.33  -5.69  0.441
H  -2.02  -2.96  -3.06  -0.329
H  -1.62  -1.75  -4.28  0.292
H  -1.35  -3.46  -4.62  0.469
H  -5.25  -5.50  -3.90  0.360
H  -5.02  -4.03  -3.03  0.302
H  -2.74  -6.06  -3.38  0.254
H  -3.90  -6.12  -2.06  0.437
H  -2.83  -4.74  -2.21  -0.341

=====

Record 2
# C44H72InN10OS

A structure of composition C44H72InN10OS (ωB97M-V/def2-TZVPD, the OMol25 dataset).

The maximum force is 1.1 eV/Å. The calculation puts the HOMO-LUMO gap at 7.114 eV. The highest occupied orbital energy is -14.742 eV. As for the charge: +3.

Each line ends with the Mulliken charge.
Positions of all 129 atoms, in Å:
In  0.10  0.43  -0.46  2.272
C  -4.74  -1.57  4.15  -1.595
C  -3.59  -0.83  4.86  1.873
C  -4.14  0.40  5.61  -1.699
C  -2.93  -1.77  5.87  -1.884
C  -2.63  -0.39  3.77  0.136
C  -2.91  0.72  2.97  -1.132
C  -2.09  1.03  1.91  -1.587
N  -1.01  0.30  1.61  1.282
C  -0.68  -0.73  2.39  -0.481
C  -1.47  -1.10  3.47  -0.772
C  0.59  -1.41  2.05  0.334
C  1.34  -2.08  3.01  -0.596
C  2.59  -2.63  2.69  0.368
C  3.00  -2.50  1.36  -1.218
C  2.21  -1.82  0.46  -0.309
N  1.04  -1.27  0.80  0.202
C  3.41  -3.33  3.75  1.880
C  3.50  -2.45  5.01  -1.598
C  4.83  -3.64  3.26  -1.973
C  2.69  -4.65  4.09  -1.540
H  -5.49  -1.87  4.87  0.460
H  -4.37  -2.46  3.65  0.354
H  -5.22  -0.92  3.40  0.377
H  -4.68  0.06  6.50  0.471
H  -4.84  0.97  5.01  0.379
H  -3.34  1.05  5.94  0.377
H  -3.65  -2.01  6.65  0.463
H  -2.06  -1.31  6.34  0.433
H  -2.63  -2.72  5.41  0.387
H  -3.77  1.34  3.16  0.481
H  -2.27  1.89  1.28  0.817
H  -1.19  -1.96  4.06  0.653
H  0.96  -2.15  4.02  0.578
H  3.94  -2.91  1.03  0.574
H  2.51  -1.72  -0.57  0.298
H  3.94  -1.48  4.77  0.355
H  4.14  -2.94  5.74  0.466
H  2.53  -2.29  5.48  0.368
H  5.35  -2.73  2.95  0.433
H  4.82  -4.35  2.44  0.380
H  5.39  -4.09  4.07  0.453
H  1.71  -4.48  4.53  0.335
H  3.29  -5.21  4.82  0.462
H  2.57  -5.27  3.21  0.369
C  -2.14  -1.92  -0.36  -0.883
N  -3.19  -1.32  -1.14  0.310
C  -4.00  -2.28  -1.89  -1.213
C  -3.18  0.00  -1.45  -0.162
N  -2.08  0.71  -1.25  0.751
C  -2.05  2.13  -1.34  0.156
C  -2.96  2.90  -0.66  -0.700
C  -2.90  4.30  -0.68  -1.288
C  -1.92  4.93  -1.39  -1.354
C  -0.96  4.19  -2.11  1.227
C  0.02  4.86  -2.87  -1.157
C  0.94  4.17  -3.60  -1.361
C  0.91  2.77  -3.60  0.238
C  -0.03  2.06  -2.88  -1.106
N  0.04  0.63  -2.88  0.805
C  0.00  -0.08  -3.99  -0.352
N  0.38  -1.38  -3.95  0.321
C  -0.27  -2.40  -4.77  -1.302
C  1.28  -1.87  -2.92  -1.827
N  -0.41  0.38  -5.20  0.502
C  0.27  -0.02  -6.43  -1.213
C  -1.41  1.41  -5.40  -0.462
C  -1.00  2.76  -2.09  0.039
N  -4.34  0.49  -1.98  0.558
C  -5.62  0.17  -1.36  -1.226
C  -4.43  1.48  -3.04  -0.669
H  -2.45  -2.92  -0.07  0.656
H  -1.97  -1.35  0.55  -0.145
H  -1.20  -2.01  -0.92  0.220
H  -4.68  -2.82  -1.23  0.345
H  -3.34  -3.01  -2.37  0.363
H  -4.58  -1.79  -2.67  0.459
H  -3.74  2.41  -0.10  0.685
H  -3.63  4.88  -0.13  0.511
H  -1.86  6.01  -1.42  0.528
H  0.01  5.95  -2.87  0.525
H  1.69  4.69  -4.19  0.530
H  1.63  2.22  -4.20  0.587
H  -1.14  -1.98  -5.26  0.437
H  -0.59  -3.22  -4.14  0.435
H  0.40  -2.81  -5.53  0.343
H  2.25  -1.37  -2.99  0.677
H  1.45  -2.93  -3.07  0.517
H  0.87  -1.73  -1.91  0.400
H  1.13  -0.64  -6.21  0.355
H  0.61  0.87  -6.96  0.397
H  -0.40  -0.57  -7.10  0.371
H  -2.00  1.56  -4.50  -0.405
H  -2.08  1.09  -6.20  0.503
H  -0.97  2.37  -5.69  0.255
H  -5.49  -0.49  -0.52  0.340
H  -6.31  -0.29  -2.08  0.366
H  -6.09  1.10  -1.01  0.401
H  -3.47  1.63  -3.52  -0.030
H  -4.79  2.45  -2.68  0.267
H  -5.14  1.12  -3.79  0.453
C  0.54  2.57  3.41  -0.662
S  1.55  2.99  1.97  0.253
C  3.03  2.07  2.50  -0.723
O  0.97  2.23  0.79  -0.512
H  0.91  3.16  4.25  0.624
H  0.62  1.50  3.62  0.074
H  -0.48  2.85  3.20  0.208
H  3.12  2.12  3.58  0.535
H  3.91  2.55  2.06  0.363
H  2.95  1.05  2.14  -0.020
C  5.82  1.46  -0.49  -1.730
C  4.71  0.87  -1.35  1.244
C  4.72  1.54  -2.73  -1.401
C  4.89  -0.64  -1.49  -1.291
N  3.45  1.14  -0.61  -0.212
N  2.26  0.96  -1.35  0.742
H  6.79  1.20  -0.90  0.429
H  5.77  1.05  0.53  0.342
H  5.75  2.55  -0.44  0.403
H  5.68  1.38  -3.21  0.530
H  4.57  2.62  -2.65  0.340
H  3.95  1.13  -3.39  0.048
H  5.85  -0.85  -1.96  0.586
H  4.12  -1.09  -2.13  0.195
H  4.88  -1.12  -0.51  0.118
H  3.46  2.07  -0.24  0.335
H  2.40  0.23  -2.04  -0.635
H  1.97  1.80  -1.86  0.154

=====

Record 3
# C44H74O24

A cluster of 7 separate species, C44H74O24 in total (ωB97M-V/def2-TZVPD, the OMol25 dataset).

The maximum force is 2.6 eV/Å. The calculation puts the HOMO-LUMO gap at 7.963 eV. The highest occupied orbital energy is -8.744 eV. As for the charge: 0.

Each line ends with the Mulliken charge.
Positions of all 142 atoms, in Å:
C  -4.32  2.12  1.07  -0.926
C  -3.55  2.83  -0.12  -0.403
C  -3.01  1.74  -1.15  -0.811
C  -1.52  2.13  -1.51  -0.857
C  -0.49  1.78  -0.38  0.849
C  0.78  2.52  -0.37  -0.793
C  1.83  2.25  0.60  0.519
O  3.06  2.86  0.66  -0.499
C  3.53  3.28  -0.63  -0.753
C  3.65  2.12  -1.69  -0.559
O  3.93  0.85  -1.13  -0.343
C  3.15  -0.19  -1.69  0.142
C  3.81  -0.87  -2.96  -1.188
C  1.56  1.21  1.63  0.291
C  0.28  0.49  1.62  -0.365
C  -0.75  0.76  0.62  -0.971
C  -0.06  -0.58  2.68  0.405
O  -1.15  -1.10  2.78  -0.647
C  1.05  -0.98  3.70  0.533
C  0.68  -2.19  4.64  -1.020
O  0.82  -3.43  3.93  -0.455
C  2.17  -3.89  4.01  0.161
C  2.43  -5.23  3.23  -1.113
C  2.25  -0.32  3.76  0.486
C  3.36  -0.68  4.79  -0.801
C  3.36  0.25  6.07  -0.923
C  1.93  0.55  6.68  -0.150
C  1.81  0.14  8.21  -0.604
O  1.71  1.31  9.05  -0.360
C  0.83  1.09  10.16  -0.496
C  2.55  0.84  2.75  0.808
O  3.59  1.44  2.94  -0.624
H  -5.37  1.90  0.75  0.295
H  -3.83  1.15  1.34  0.276
H  -4.28  2.84  1.93  0.205
H  -4.26  3.50  -0.70  0.355
H  -2.66  3.43  0.23  0.269
H  -3.10  0.69  -0.77  0.445
H  -3.58  1.75  -2.12  0.438
H  -1.23  1.47  -2.38  0.408
H  -1.43  3.19  -1.85  0.301
H  0.99  3.33  -1.12  0.230
H  2.92  4.16  -0.98  0.247
H  4.57  3.69  -0.47  0.472
H  2.70  2.12  -2.30  0.351
H  4.45  2.41  -2.44  0.409
H  2.11  0.11  -1.99  0.119
H  3.02  -1.01  -0.93  0.270
H  3.19  -1.73  -3.34  0.373
H  3.84  -0.14  -3.81  0.269
H  4.84  -1.27  -2.74  0.272
H  -1.71  0.20  0.62  0.299
H  -0.39  -2.02  4.95  0.416
H  1.30  -2.19  5.58  0.503
H  2.51  -4.03  5.08  0.250
H  2.84  -3.09  3.58  0.061
H  3.28  -5.74  3.76  0.312
H  1.51  -5.85  3.20  0.299
H  2.83  -4.95  2.22  0.259
H  3.30  -1.73  5.15  0.193
H  4.34  -0.53  4.25  0.442
H  3.89  1.21  5.85  0.251
H  3.96  -0.24  6.90  0.565
H  1.09  0.05  6.15  0.114
H  1.76  1.65  6.60  0.262
H  2.66  -0.52  8.55  0.215
H  0.87  -0.46  8.31  0.377
H  0.73  0.00  10.40  0.309
H  -0.20  1.47  9.90  0.083
H  1.22  1.60  11.07  0.273
C  1.82  6.52  2.21  -0.419
O  1.14  7.34  1.25  -0.303
C  1.95  7.97  0.39  0.810
O  3.15  7.89  0.36  -0.548
O  1.19  8.69  -0.44  -0.329
C  1.92  9.42  -1.42  -0.623
H  1.07  6.07  2.85  0.211
H  2.37  5.73  1.70  0.100
H  2.48  7.13  2.82  0.321
H  2.48  8.74  -2.07  0.285
H  2.59  10.14  -0.95  0.290
H  1.21  9.97  -2.03  0.219
C  4.07  -4.23  -7.64  -0.682
O  5.30  -4.85  -7.26  -0.326
C  5.82  -4.39  -6.12  0.816
O  5.34  -3.53  -5.42  -0.522
O  6.96  -5.05  -5.88  -0.322
C  7.62  -4.66  -4.68  -0.610
H  3.75  -4.68  -8.58  0.196
H  3.30  -4.41  -6.89  0.323
H  4.21  -3.16  -7.80  0.340
H  6.99  -4.86  -3.81  0.285
H  7.90  -3.60  -4.72  0.285
H  8.53  -5.25  -4.60  0.211
C  -2.78  2.58  8.40  -0.663
O  -3.37  2.25  9.65  -0.320
C  -4.15  3.22  10.16  0.791
O  -4.36  4.29  9.66  -0.536
O  -4.64  2.78  11.33  -0.315
C  -5.49  3.72  11.99  -0.628
H  -2.17  1.73  8.09  0.162
H  -3.54  2.77  7.65  0.380
H  -2.12  3.45  8.50  0.311
H  -6.37  3.95  11.38  0.293
H  -4.95  4.63  12.23  0.291
H  -5.83  3.26  12.92  0.220
C  -8.93  3.43  3.84  -0.614
O  -8.62  4.81  3.69  -0.331
C  -7.51  5.05  2.98  0.834
O  -6.79  4.22  2.49  -0.534
O  -7.33  6.37  2.92  -0.320
C  -6.17  6.78  2.19  -0.608
H  -9.84  3.36  4.43  0.214
H  -9.11  2.97  2.87  0.285
H  -8.13  2.91  4.37  0.285
H  -6.24  6.45  1.15  0.284
H  -5.27  6.39  2.66  0.282
H  -6.13  7.86  2.21  0.214
C  2.75  -7.99  -8.74  -0.645
O  1.64  -7.26  -8.21  -0.247
C  0.45  -7.81  -8.44  0.786
O  0.25  -8.84  -9.04  -0.554
O  -0.49  -7.03  -7.89  -0.321
C  -1.82  -7.51  -8.07  -0.412
H  3.66  -7.45  -8.49  0.147
H  2.80  -8.98  -8.29  0.322
H  2.67  -8.06  -9.82  0.322
H  -1.95  -8.48  -7.59  0.295
H  -2.08  -7.56  -9.13  0.087
H  -2.49  -6.80  -7.59  0.227
C  -2.09  -7.77  -12.60  -0.701
O  -2.22  -6.52  -11.92  -0.220
C  -3.05  -5.66  -12.51  0.728
O  -3.67  -5.85  -13.53  -0.539
O  -3.09  -4.54  -11.78  -0.294
C  -3.94  -3.53  -12.29  -0.636
H  -1.39  -8.38  -12.03  0.183
H  -3.05  -8.29  -12.65  0.323
H  -1.68  -7.62  -13.60  0.351
H  -4.98  -3.87  -12.33  0.293
H  -3.61  -3.21  -13.28  0.291
H  -3.89  -2.67  -11.62  0.218

=====

Listing E for the structures above in their given order: -8400.9188 -2930.1344 -3526.5970 a.u..